Entry from the OMol25 dataset: a structure of composition C15H21Br33N2O4P in a non-equilibrium geometry (ωB97M-V/def2-TZVPD).

Element x y z (Å)
C (-4.532, -2.149, 3.280)
C (-3.099, -2.782, 3.370)
O (-2.960, -3.691, 2.272)
C (-1.927, -1.755, 3.532)
P (-1.645, -0.582, 2.059)
O (-0.988, -1.882, 1.013)
C (-1.795, -1.939, -0.038)
N (-2.441, -2.100, -0.968)
O (-2.120, 0.818, 3.079)
N (-3.395, 1.186, 2.747)
O (-3.294, 2.184, 2.081)
H (-4.579, -1.084, 3.607)
H (-4.944, -2.246, 2.241)
H (-5.205, -2.747, 3.954)
H (-3.095, -3.415, 4.308)
H (-2.077, -4.097, 2.304)
H (-0.967, -2.265, 3.830)
H (-2.196, -1.104, 4.409)
H (-2.984, -0.753, 1.541)
H (-1.413, 0.377, 0.994)
H (-0.273, -0.391, 2.553)
C (1.562, 1.837, -0.445)
Br (-0.173, 2.159, 0.340)
Br (2.217, 0.063, -0.040)
Br (1.566, 2.179, -2.351)
H (2.253, 2.541, 0.005)
C (-8.441, -3.391, 3.491)
Br (-8.026, -3.550, 1.610)
Br (-7.652, -4.824, 4.523)
Br (-7.957, -1.655, 4.188)
H (-9.517, -3.484, 3.588)
C (0.159, 1.979, -6.627)
Br (1.520, 2.922, -5.630)
Br (-1.007, 0.980, -5.455)
Br (-0.828, 3.163, -7.796)
H (0.668, 1.260, -7.259)
C (-2.110, -6.879, 0.232)
Br (-0.756, -5.921, 1.225)
Br (-3.267, -7.900, 1.400)
Br (-3.112, -5.701, -0.924)
H (-1.595, -7.589, -0.405)
C (-4.334, 4.396, 4.553)
Br (-3.508, 5.786, 5.616)
Br (-4.506, 2.746, 5.539)
Br (-6.027, 4.970, 3.814)
H (-3.672, 4.198, 3.715)
C (2.874, -0.109, 4.482)
Br (3.645, 1.288, 5.590)
Br (2.707, -1.777, 5.451)
Br (1.187, 0.425, 3.684)
H (3.569, -0.285, 3.668)
C (4.742, 5.634, -6.726)
Br (6.046, 7.053, -6.569)
Br (4.969, 4.625, -8.360)
Br (4.741, 4.488, -5.171)
H (3.765, 6.103, -6.775)
C (5.869, -1.691, -1.999)
Br (7.213, -0.734, -0.987)
Br (4.717, -2.736, -0.851)
Br (4.857, -0.507, -3.145)
H (6.393, -2.388, -2.643)
C (10.978, 0.378, -2.287)
Br (11.806, -1.298, -2.782)
Br (10.734, 0.519, -0.376)
Br (11.942, 1.894, -3.001)
H (9.990, 0.389, -2.735)
C (-5.301, -2.284, -3.811)
Br (-4.286, -3.928, -3.761)
Br (-4.158, -0.738, -3.972)
Br (-6.656, -2.321, -5.195)
H (-5.819, -2.201, -2.862)
C (5.248, 6.081, -1.697)
Br (6.061, 7.411, -0.551)
Br (5.022, 4.389, -0.788)
Br (3.590, 6.709, -2.462)
H (5.933, 5.909, -2.521)

## Properties
Highest occupied orbital energy = -0.17268 Ha
Charge = -1
Lowest unoccupied orbital energy = 0.0340 hartree

These are the Löwdin partial charges, in e, on atoms 1 to 8:
1 C -0.092
2 C -0.452
3 O -0.125
4 C -0.239
5 P 0.540
6 O -0.252
7 C -0.487
8 N 0.139


Entry from the OMol25 dataset: a structure of composition CH3I2N2 in a non-equilibrium geometry (ωB97M-V/def2-TZVPD).

Element x y z (Å)
C (0.342, -0.563, 0.337)
N (-1.246, 0.309, 0.732)
N (1.216, 0.095, -0.396)
I (-1.585, 2.059, -0.070)
I (-1.989, -1.355, -0.137)
H (0.482, -1.243, 1.138)
H (2.090, -0.292, -0.715)
H (0.690, 0.990, -0.889)

## Properties
Highest occupied orbital energy = -0.49988 Ha
Charge = +1
Lowest unoccupied orbital energy = -0.2121 hartree

Here is what Löwdin gives for the atomic charges, in e:
1 C -0.295
2 N -1.133
3 N 0.126
4 I 0.943
5 I 1.028
6 H 0.081
7 H 0.139
8 H 0.110


Entry from the OMol25 dataset: the molecule C20H22N2O6S in a non-equilibrium geometry (ωB97M-V/def2-TZVPD).

Element x y z (Å)
O (-2.039, 3.573, 0.523)
C (-1.546, 2.683, -0.141)
N (-2.234, 2.004, -1.089)
C (-3.646, 2.231, -1.324)
C (-4.480, 1.068, -0.852)
C (-5.306, 0.380, -1.725)
C (-6.078, -0.703, -1.309)
C (-5.978, -1.071, 0.009)
C (-5.142, -0.387, 0.895)
C (-4.387, 0.684, 0.491)
O (-5.230, -0.959, 2.135)
C (-6.161, -2.013, 2.011)
O (-6.611, -2.086, 0.675)
C (-0.120, 2.261, 0.031)
C (0.650, 1.751, -1.011)
C (1.969, 1.394, -0.787)
C (2.505, 1.547, 0.476)
S (4.207, 1.082, 0.787)
O (4.763, 1.969, 1.769)
O (4.902, 0.956, -0.456)
N (4.136, -0.398, 1.587)
C (3.078, -1.348, 1.321)
C (3.348, -2.197, 0.069)
C (4.757, -2.818, 0.045)
C (5.474, -2.017, -1.040)
C (4.318, -1.614, -1.949)
O (3.211, -1.397, -1.091)
C (1.765, 2.074, 1.517)
C (0.450, 2.437, 1.291)
H (-1.824, 1.190, -1.517)
H (-3.812, 2.413, -2.389)
H (-3.901, 3.135, -0.761)
H (-5.364, 0.692, -2.757)
H (-6.725, -1.232, -1.989)
H (-3.754, 1.218, 1.180)
H (-7.017, -1.831, 2.679)
H (-5.680, -2.964, 2.290)
H (0.239, 1.658, -2.006)
H (2.592, 0.991, -1.568)
H (4.239, -0.183, 2.567)
H (2.998, -2.021, 2.177)
H (2.110, -0.844, 1.184)
H (2.573, -2.981, 0.045)
H (4.698, -3.873, -0.226)
H (5.242, -2.725, 1.013)
H (5.916, -1.117, -0.617)
H (6.234, -2.593, -1.564)
H (4.075, -2.414, -2.665)
H (4.509, -0.684, -2.485)
H (2.234, 2.212, 2.479)
H (-0.155, 2.866, 2.075)

## Properties
Highest occupied orbital energy = -0.30574 Ha
Charge = 0
Structure (SMILES) = O=C(NCc1ccc2c(c1)OCO2)c1ccc(S(=O)(=O)NC[C@@H]2CCCO2)cc1
Lowest unoccupied orbital energy = 0.0046 hartree

These are the Löwdin partial charges, in e, on atoms 1 to 8:
1 O 0.071
2 C -0.458
3 N 0.076
4 C -0.126
5 C -0.211
6 C -0.046
7 C 0.010
8 C -0.206


Entry from the OMol25 dataset: a structure of composition C33H40MgN4P2 in a non-equilibrium geometry (ωB97M-V/def2-TZVPD).

Element x y z (Å)
Mg (-0.908, -2.550, 0.774)
C (4.216, 4.117, -2.402)
C (3.464, 4.178, -1.296)
C (2.219, 4.976, -1.010)
C (1.448, 5.546, -2.222)
C (0.975, 4.478, -3.178)
C (1.643, 3.892, -4.179)
C (3.050, 4.113, -4.668)
C (4.027, 4.837, -3.715)
C (-2.149, -4.093, 0.045)
H (5.067, 3.436, -2.372)
H (3.786, 3.559, -0.458)
H (2.472, 5.804, -0.330)
H (1.536, 4.330, -0.439)
H (0.571, 6.077, -1.833)
H (2.054, 6.298, -2.730)
H (-0.041, 4.125, -3.001)
H (1.101, 3.131, -4.741)
H (3.016, 4.661, -5.623)
H (3.473, 3.129, -4.915)
H (4.998, 4.894, -4.221)
H (3.706, 5.869, -3.563)
H (-1.604, -5.051, -0.044)
H (-2.574, -3.833, -0.946)
H (-2.990, -4.225, 0.759)
P (-2.001, -0.923, -0.444)
P (0.356, -0.782, 1.552)
N (-1.973, -1.048, -2.174)
N (-3.711, -0.618, -0.224)
N (1.822, -0.470, 0.670)
N (0.843, -0.673, 3.216)
C (-1.245, 0.757, -0.115)
C (-0.599, 0.792, 1.280)
C (-1.195, -1.991, -2.854)
C (-1.247, -1.691, -4.200)
C (-2.075, -0.530, -4.356)
C (-2.504, -0.145, -3.101)
C (-4.685, -1.613, -0.326)
C (-5.857, -1.123, 0.216)
C (-5.595, 0.203, 0.692)
C (-4.269, 0.487, 0.424)
C (2.566, -1.504, 0.090)
C (3.670, -0.948, -0.525)
C (3.611, 0.469, -0.323)
C (2.473, 0.742, 0.412)
C (1.741, 0.221, 3.804)
C (1.661, 0.065, 5.174)
C (0.678, -0.944, 5.442)
C (0.190, -1.384, 4.228)
H (-1.987, 1.565, -0.258)
H (-0.471, 0.870, -0.900)
H (0.028, 1.691, 1.417)
H (-1.364, 0.796, 2.082)
H (-0.685, -2.777, -2.292)
H (-0.753, -2.253, -4.996)
H (-2.339, -0.037, -5.295)
H (-3.160, 0.663, -2.772)
H (-4.445, -2.570, -0.792)
H (-6.811, -1.654, 0.253)
H (-6.306, 0.881, 1.167)
H (-3.675, 1.377, 0.634)
H (2.212, -2.533, 0.175)
H (4.438, -1.500, -1.073)
H (4.326, 1.212, -0.686)
H (2.068, 1.689, 0.767)
H (2.381, 0.854, 3.187)
H (2.261, 0.605, 5.912)
H (0.376, -1.320, 6.422)
H (-0.551, -2.141, 3.964)
C (-0.973, -5.703, 4.613)
C (-2.137, -4.994, 4.301)
C (-2.144, -4.100, 3.225)
C (-0.983, -3.915, 2.458)
C (0.180, -4.622, 2.777)
C (0.186, -5.516, 3.852)
H (-0.969, -6.395, 5.445)
H (-3.033, -5.136, 4.891)
H (-3.043, -3.548, 2.990)
H (1.075, -4.475, 2.187)
H (1.087, -6.065, 4.095)

## Properties
Highest occupied orbital energy = -0.23208 Ha
Charge = 0
Lowest unoccupied orbital energy = -0.0240 hartree

These are the Löwdin partial charges, in e, on atoms 1 to 8:
1 Mg 0.284
2 C -0.102
3 C -0.118
4 C -0.188
5 C -0.198
6 C -0.108
7 C -0.110
8 C -0.189


Entry from the OMol25 dataset: a structure of composition C30H40BrFeN7O4P2S2 (ωB97M-V/def2-TZVPD).

Element x y z (Å)
Fe (0.261, -0.389, -0.120)
O (-2.734, 0.608, -4.434)
C (-3.100, -0.641, -4.098)
C (-4.057, -1.265, -4.903)
C (-4.471, -2.551, -4.624)
C (-3.950, -3.250, -3.537)
C (-3.015, -2.632, -2.732)
C (-2.581, -1.329, -2.988)
C (-1.555, -0.747, -2.090)
O (-1.252, -1.365, -1.026)
N (-1.011, 0.413, -2.485)
N (-0.035, 0.777, -1.612)
C (0.774, 1.739, -1.823)
C (1.779, 1.920, -0.760)
C (2.731, 2.919, -0.808)
C (3.635, 3.035, 0.239)
C (3.556, 2.143, 1.287)
C (2.582, 1.155, 1.251)
N (1.700, 1.039, 0.267)
H (-1.982, 0.859, -3.847)
H (-4.450, -0.713, -5.745)
H (-5.205, -3.021, -5.267)
H (-4.269, -4.262, -3.329)
H (-2.590, -3.143, -1.879)
H (0.740, 2.364, -2.709)
H (2.763, 3.589, -1.657)
H (4.397, 3.803, 0.219)
H (4.250, 2.174, 2.115)
H (2.499, 0.435, 2.056)
C (-3.506, 2.726, 1.823)
N (-2.162, 3.287, 1.685)
C (-1.519, 3.283, 2.997)
N (-1.483, 1.971, 3.643)
C (-2.849, 1.453, 3.716)
N (-3.537, 1.393, 2.426)
C (-2.951, 0.379, 1.545)
P (-1.184, 0.751, 1.177)
C (-1.385, 2.525, 0.706)
C (-0.617, 1.043, 2.911)
H (-3.977, 2.683, 0.840)
H (-4.090, 3.393, 2.460)
H (-2.079, 3.959, 3.647)
H (-0.500, 3.661, 2.898)
H (-3.425, 2.111, 4.371)
H (-2.830, 0.455, 4.157)
H (-3.514, 0.328, 0.610)
H (-3.033, -0.602, 2.020)
H (-1.870, 2.586, -0.272)
H (-0.391, 2.966, 0.600)
H (0.399, 1.441, 2.878)
H (-0.574, 0.091, 3.448)
C (4.366, -4.117, -1.357)
C (4.218, -3.612, -2.780)
C (3.069, -4.259, -3.530)
O (4.111, -2.171, -2.868)
P (3.451, -1.105, -1.871)
S (4.542, -0.728, -0.311)
S (1.581, -1.777, -1.520)
O (3.465, 0.184, -2.819)
C (3.199, 0.309, -4.240)
C (2.067, -0.554, -4.759)
C (4.490, 0.095, -5.008)
H (4.532, -5.195, -1.390)
H (3.461, -3.920, -0.780)
H (5.205, -3.639, -0.854)
H (5.145, -3.812, -3.320)
H (2.117, -4.038, -3.050)
H (3.214, -5.341, -3.550)
H (3.033, -3.898, -4.559)
H (2.911, 1.360, -4.330)
H (2.319, -1.614, -4.717)
H (1.888, -0.281, -5.802)
H (1.147, -0.406, -4.201)
H (4.815, -0.941, -4.933)
H (5.280, 0.735, -4.614)
H (4.333, 0.340, -6.060)
Br (-1.857, -4.487, 3.268)
C (-0.319, -3.607, 2.635)
C (0.950, -4.036, 2.982)
C (2.035, -3.345, 2.469)
C (1.817, -2.261, 1.636)
N (0.586, -1.844, 1.326)
C (-0.464, -2.510, 1.805)
H (1.081, -4.895, 3.626)
H (3.048, -3.647, 2.695)
H (2.640, -1.728, 1.170)
H (-1.442, -2.172, 1.489)

## Properties
Highest occupied orbital energy = -0.27715 Ha
Charge = 0
Lowest unoccupied orbital energy = -0.0124 hartree

These are the Löwdin partial charges, in e, on atoms 1 to 8:
1 Fe 0.058
2 O 0.050
3 C -0.270
4 C -0.017
5 C -0.084
6 C -0.092
7 C -0.024
8 C -0.074


Look up the lowest unoccupied orbital energy of the fourth one. -0.0240 hartree


Look up the highest occupied orbital energy of the fourth one. -0.23208 Ha